Entry 1:
{"formula": "C4H14N3", "method": "ωB97M-V/def2-TZVPD", "symbols": ["H", "N", "N", "H", "C", "H", "H", "C", "H", "C", "H", "H", "H", "H", "N", "H", "H", "C", "H", "H", "H"], "coordinates": [[-2.94006, 0.91625, -0.90758], [2.54039, 0.89336, -0.48874], [0.59159, 1.99057, 0.48232], [2.73074, 1.68361, -1.05007], [1.46451, 0.87642, 0.39174], [2.92668, -1.10400, 0.89822], [3.47379, 0.46410, -0.32793], [-2.08847, 0.20649, -0.84690], [0.69719, 2.61764, -0.32485], [1.84585, -1.46582, 1.19664], [-0.46148, 2.04428, 0.65403], [-1.68820, 0.24708, 0.06669], [1.26884, -2.05818, 0.43748], [-1.39761, 0.40702, -1.72582], [1.31151, -0.09613, 1.49833], [-3.54373, -1.30954, -1.86647], [1.87665, -2.08326, 2.17208], [-2.89966, -1.06603, -0.93514], [0.25065, -0.17113, 1.65204], [-2.24643, -1.90273, -0.80335], [-3.71277, -1.09000, -0.17272]], "forces_ev_per_angstrom": [[1.09, 0.63, 0.11], [-0.97, -0.94, 2.34], [0.46, -0.98, -2.18], [-0.65, 1.21, -0.61], [-0.47, 0.42, 2.65], [-1.87, -2.10, 0.40], [-1.52, -0.32, 0.45], [-3.22, 0.73, -4.95], [0.41, -0.14, 0.52], [2.12, 0.62, 0.90], [2.06, -1.31, 0.37], [1.98, 0.35, 3.44], [0.74, 0.87, 0.44], [-0.63, -0.40, 1.26], [-2.44, 0.97, -3.86], [1.54, 0.95, 0.98], [0.13, 1.24, -1.58], [-1.80, -1.46, -0.95], [2.00, 0.51, 0.14], [0.12, -0.90, 0.20], [0.92, 0.05, -0.06]], "mulliken_charge": [0.309, -0.387, -0.436, 0.251, 0.612, 0.264, 0.230, -0.450, 0.268, -0.743, 0.327, -0.006, 0.279, 0.277, -0.293, 0.294, 0.301, -1.035, 0.356, 0.294, 0.288], "gap_ev": 10.703, "total_charge": 1, "e_tot_ev": -8837.4026}

***

Entry 2:
{"formula": "C17H28NO5PtSi2Te", "method": "ωB97M-V/def2-TZVPD", "symbols": ["H", "Si", "C", "H", "C", "H", "H", "H", "H", "H", "O", "H", "H", "H", "C", "H", "H", "C", "C", "H", "H", "O", "O", "C", "H", "C", "O", "C", "H", "H", "C", "C", "C", "H", "H", "H", "H", "Te", "H", "C", "H", "H", "Si", "O", "H", "C", "C", "Pt", "H", "N", "C", "C", "H", "C", "H"], "coordinates": [[-0.50474, 6.98189, -0.96005], [1.63241, -3.58088, 1.63742], [-1.56382, 5.35006, -0.04356], [3.02783, -1.89393, 2.82895], [-0.14407, 0.85663, 2.72976], [0.09976, -4.97644, 3.01692], [2.19991, -4.42955, -0.63371], [3.26905, -3.09074, -0.19420], [1.52382, -5.90617, 2.53686], [-2.38526, 5.92424, 0.36065], [1.25516, 1.54648, -1.54279], [1.28541, 5.46618, -1.88497], [-1.77271, 2.09346, 3.38720], [0.22016, -5.62292, 1.37805], [0.46539, 5.09570, -1.28701], [-2.47335, 0.98581, -2.91333], [-0.48193, -2.47415, -4.21265], [2.76650, -3.98261, 0.18728], [0.41019, 3.72479, -1.04425], [1.47510, -0.22504, -2.24995], [3.53960, -4.69573, 0.48475], [2.33918, 3.34977, -2.33989], [-3.62145, 3.91303, 1.28751], [-1.48043, 0.96277, -2.45095], [-0.30444, -2.73333, 0.31427], [1.45214, 2.77933, -1.68884], [0.60848, 0.04947, 3.22772], [-2.62922, 3.28067, 0.95712], [-1.83661, -2.91132, -1.39147], [-0.79552, 1.57476, -3.04084], [0.85421, -0.95391, -1.72431], [-2.13795, -1.86238, -1.43997], [-0.70388, 1.99309, 3.56424], [-0.22314, 2.92910, 3.27351], [-0.27110, -2.01616, 1.91797], [3.45593, -3.53864, 3.32736], [-1.59152, 1.47887, -1.49419], [1.19160, -0.51310, 0.32854], [-3.11330, -1.81878, -1.93201], [-0.52777, 5.91396, -0.77781], [-2.25995, -1.48024, -0.42394], [-1.78918, -1.37331, -4.66252], [-0.90404, -0.81538, -2.39223], [-2.43030, 2.03148, 1.21590], [-0.49034, 1.78114, 4.61211], [-0.81474, -1.43417, -4.17144], [0.35219, -2.33837, 1.08856], [-0.64727, 1.00217, 0.81389], [-0.10919, -0.83134, -4.74730], [-0.56366, 3.20921, -0.30208], [0.79020, -5.17224, 2.19372], [2.62377, -2.87964, 3.06622], [1.98619, -2.76279, 3.94471], [-1.53320, 3.98474, 0.17353], [1.27996, -1.94556, -1.90846]], "forces_ev_per_angstrom": [[0.00, 0.00, 0.00], [0.09, 0.00, -0.04], [0.05, 0.05, -0.03], [0.00, 0.00, -0.03], [-0.34, -0.25, -0.46], [0.00, 0.00, 0.00], [0.00, 0.02, -0.01], [-0.02, 0.02, 0.00], [0.00, 0.00, 0.00], [0.00, 0.00, -0.01], [0.33, 0.93, 0.25], [0.00, 0.01, 0.00], [0.02, 0.05, 0.03], [0.00, 0.01, 0.00], [0.05, -0.05, -0.03], [-0.01, 0.00, -0.09], [0.00, -0.01, -0.01], [-0.04, -0.02, 0.11], [0.03, 0.08, 0.02], [-0.12, -0.21, 0.10], [0.00, 0.00, 0.00], [-0.05, -0.09, 0.14], [0.00, 0.10, 0.01], [-0.36, -0.05, -0.08], [0.01, -0.01, -0.04], [0.03, 0.29, -0.20], [0.05, -0.10, -0.08], [0.00, -0.24, 0.07], [-0.01, -0.01, 0.01], [-0.02, -0.11, -0.01], [0.04, -0.84, -0.17], [0.00, 0.05, -0.07], [-0.09, -0.13, 0.10], [-0.01, -0.01, -0.07], [-0.05, 0.02, 0.13], [-0.01, 0.00, 0.01], [0.05, -0.20, -0.02], [0.70, -0.36, -0.62], [0.00, 0.01, 0.01], [-0.06, -0.03, 0.04], [0.01, -0.03, 0.04], [-0.01, 0.00, 0.00], [0.35, 0.22, 0.02], [-0.19, 0.26, 0.00], [0.02, 0.05, 0.01], [-0.05, -0.04, 0.07], [0.09, -0.13, -0.04], [-0.42, 1.05, 1.25], [0.00, 0.00, 0.01], [0.06, -0.10, -0.36], [0.04, 0.07, -0.03], [-0.03, -0.06, -0.06], [0.00, 0.02, 0.01], [0.03, -0.07, 0.07], [-0.15, -0.17, 0.07]], "mulliken_charge": [0.408, 0.242, -0.595, 0.307, 0.821, 0.313, 0.315, 0.342, 0.296, 0.516, -0.420, 0.501, 0.304, 0.301, -0.620, 0.398, 0.278, -1.051, 0.290, 0.540, 0.347, -0.812, -0.748, -0.627, 0.004, -0.207, -0.580, 0.373, 0.316, 0.204, -0.791, -1.064, -1.182, 0.256, 0.524, 0.346, 0.061, -0.372, 0.372, -0.301, 0.326, 0.299, 0.189, -0.916, 0.364, -1.126, -0.412, 1.117, 0.304, 0.180, -1.059, -0.983, 0.290, 0.245, 0.582], "gap_ev": 7.582, "total_charge": -1, "e_tot_ev": -56111.2283}

***

Entry 3:
{"formula": "C3H5NO3", "method": "ωB97M-V/def2-TZVPD", "symbols": ["C", "H", "O", "H", "C", "O", "H", "N", "H", "C", "O", "H"], "coordinates": [[3.16003, -0.24705, -0.03294], [-2.79301, 0.51640, -0.84898], [0.95153, -0.23110, 0.01907], [-2.75010, 0.31811, 0.98752], [-0.24321, 0.36189, -0.00451], [-1.23118, -0.57122, 0.04676], [4.02981, 0.26094, -0.10242], [2.08971, 0.47312, -0.05963], [-3.30504, -0.98794, -0.32968], [-2.52561, -0.13812, -0.04441], [-0.34283, 1.55867, 0.04986], [2.95990, -1.31369, 0.31934]], "forces_ev_per_angstrom": [[-5.82, -2.34, 1.78], [0.76, 1.09, -0.32], [-0.62, -4.05, 0.31], [-0.41, -0.51, -1.75], [-0.21, 2.32, 0.85], [3.16, -0.67, -1.09], [2.73, 1.26, -0.22], [2.13, 1.82, -1.07], [2.14, 1.01, 1.27], [-3.92, -0.32, 1.63], [-0.99, -0.72, -0.41], [1.06, 1.10, -0.97]], "mulliken_charge": [-0.310, 0.307, 0.017, 0.261, 0.708, -0.280, 0.363, -0.461, 0.215, -0.605, -0.483, 0.267], "gap_ev": 11.475, "smiles": "C=NOC(=O)OC", "e_tot_ev": -10821.6412}

***

Entry 4:
{"formula": "C5H13NO3", "method": "ωB97M-V/def2-TZVPD", "symbols": ["N", "H", "C", "H", "H", "C", "H", "H", "C", "H", "H", "H", "C", "H", "O", "H", "O", "C", "O", "H", "H", "H"], "coordinates": [[0.07661, -2.14544, 4.03671], [-0.38423, -2.44646, 1.98598], [-2.04643, 0.83627, -2.45671], [1.61914, -0.35235, -1.13702], [2.63666, 1.33322, -2.23889], [1.18312, 0.62418, -0.92634], [-3.04102, 0.39749, -2.37696], [-1.60870, 0.68594, -3.44357], [2.30466, 1.58323, -1.23123], [-1.41536, -1.28857, 2.61654], [-2.18113, 1.90960, -2.32284], [-1.14949, -0.68320, -1.24469], [-1.15430, 0.39892, -1.37536], [0.26558, -0.78785, 2.44938], [-0.63524, -3.00007, 4.52100], [-1.49958, 0.70837, -0.38889], [1.15182, -1.83210, 4.50504], [-0.38270, -1.62632, 2.70394], [0.09559, 0.87494, -1.77470], [2.05859, 2.64447, -1.26759], [3.26450, 1.43311, -0.73699], [0.84189, 0.73255, 0.10319]], "forces_ev_per_angstrom": [[-0.33, -1.30, 0.32], [0.73, -0.11, 0.21], [-1.41, 0.87, -0.48], [-0.50, -0.72, -0.02], [-0.18, 0.21, -0.44], [1.12, 1.62, 1.16], [0.13, -0.15, -0.14], [-0.17, -0.28, 0.10], [0.95, 0.29, -1.83], [-0.06, -0.01, 1.17], [-0.15, 0.11, -0.24], [0.68, -0.68, -0.09], [-0.65, 0.00, -0.99], [0.15, -0.32, -0.15], [-0.41, 0.22, -0.09], [0.53, 0.55, 0.49], [-0.30, 0.78, -0.80], [0.21, 0.71, -0.62], [0.68, -0.82, 0.94], [-0.28, -0.16, 0.44], [-0.54, -0.21, 0.91], [-0.19, -0.61, 0.15]], "mulliken_charge": [0.874, 0.305, -1.240, 0.283, 0.356, 0.114, 0.397, 0.345, -1.285, 0.309, 0.337, 0.359, -0.047, 0.259, -0.513, 0.376, -0.510, -0.727, 0.023, 0.353, 0.393, 0.238], "multiplicity": 2, "gap_ev": [10.239, 3.778], "s_squared": 0.754, "total_charge": 1, "e_tot_ev": -13014.6000}

***

- Number 3 is which compound?
  C3H5NO3